1.
The following is a DFT calculation (ωB97M-V/def2-TZVPD) of a structure of composition C50H38Cl2FGaNO7S2.

## Properties
energy above the lowest of the compared OMol25 structures with the same formula, charge and spin	0.253	eV
LUMO	-0.1056	hartree
net charge	+1
HOMO-LUMO gap	7.899	eV

The geometry in XYZ format:
```
102
C50H38Cl2FGaNO7S2 | the Open Molecules 2025 dataset | ωB97M-V/def2-TZVPD
Ga -1.873 0.958 -0.401
C 0.325 1.133 -7.402
C 0.982 2.176 -6.514
C 2.482 2.245 -6.745
C 3.087 3.372 -5.928
C 2.725 3.215 -4.477
C 3.518 3.747 -3.489
C 3.179 3.595 -2.145
F 3.994 4.128 -1.227
C 2.066 2.914 -1.750
C 1.250 2.348 -2.742
C 0.074 1.607 -2.344
O -0.164 1.503 -1.089
C -0.709 1.039 -3.357
C -0.332 1.235 -4.670
N 0.730 1.929 -5.059
C 1.568 2.500 -4.101
C -1.933 0.181 -3.154
O -2.338 -0.483 -4.081
O -2.507 0.192 -1.978
H 0.676 1.291 -8.420
H -0.760 1.208 -7.424
H 0.606 0.122 -7.102
H 0.549 3.158 -6.727
H 2.660 2.403 -7.808
H 2.932 1.284 -6.478
H 2.705 4.330 -6.295
H 4.170 3.404 -6.037
H 4.420 4.291 -3.741
H 1.808 2.805 -0.707
H -0.949 0.786 -5.433
C -0.753 -7.282 0.493
C -0.630 -5.804 0.265
C -0.352 -5.295 -0.999
C -0.227 -3.929 -1.205
C -0.368 -3.074 -0.123
C -0.670 -3.553 1.149
C -0.799 -4.913 1.331
S -0.181 -1.364 -0.465
O -1.365 -0.719 0.336
C 1.329 -0.760 0.251
C 2.277 -0.501 -0.769
C 3.444 0.129 -0.470
C 3.688 0.593 0.842
C 4.857 1.328 1.153
C 5.073 1.780 2.421
C 4.130 1.519 3.439
C 2.998 0.807 3.173
C 2.740 0.326 1.863
C 1.552 -0.410 1.560
C 0.745 -0.885 2.723
C 1.236 -2.053 3.394
C 2.317 -2.819 2.888
C 2.734 -3.946 3.536
C 2.101 -4.368 4.723
C 1.062 -3.647 5.237
C 0.604 -2.475 4.588
C -0.466 -1.712 5.118
C -0.920 -0.607 4.468
C -0.325 -0.208 3.248
S -0.885 1.269 2.387
O -0.280 2.455 3.025
C -2.618 1.199 2.832
C -3.371 0.040 2.672
C -4.731 0.077 2.933
C -5.355 1.259 3.326
C -6.840 1.298 3.557
C -4.580 2.407 3.465
C -3.214 2.388 3.221
H -0.782 -7.831 -0.446
H -1.656 -7.515 1.058
H 0.097 -7.648 1.073
H -0.244 -5.971 -1.837
H -0.035 -3.535 -2.195
H -0.821 -2.867 1.971
H -1.037 -5.299 2.315
H 2.050 -0.791 -1.788
H 4.177 0.323 -1.244
H 5.571 1.530 0.364
H 5.965 2.347 2.652
H 4.305 1.896 4.438
H 2.275 0.632 3.958
H 2.813 -2.511 1.977
H 3.559 -4.522 3.137
H 2.446 -5.260 5.228
H 0.572 -3.958 6.152
H -0.916 -2.020 6.053
H -1.735 -0.025 4.877
H -2.900 -0.887 2.368
H -5.319 -0.827 2.826
H -7.200 0.359 3.976
H -7.367 1.461 2.615
H -7.115 2.106 4.234
H -5.049 3.334 3.770
H -2.608 3.279 3.322
Cl -4.840 1.183 -0.243
C -4.516 2.853 -0.787
Cl -4.182 2.924 -2.519
C -3.329 3.430 -0.018
O -3.413 4.536 0.431
O -2.266 2.668 0.098
H -5.401 3.442 -0.578
```

=====

2.
The following is a DFT calculation (ωB97M-V/def2-TZVPD) of a cluster of 4 separate species, C50H38O10 in total in a non-equilibrium geometry.

## Properties
structure (SMILES)	O=C1c2ccccc2C(=O)c2ccccc21.O=C1c2ccccc2C(=O)c2ccccc21.O=C1c2ccccc2C(=O)c2ccccc21.COC(=O)CCCCOC(C)=O
LUMO	-0.0422	hartree
HOMO-LUMO gap	8.701	eV

The geometry in XYZ format:
```
98
C50H38O10 | the Open Molecules 2025 dataset | ωB97M-V/def2-TZVPD
C 11.221 -9.466 0.388
O 11.472 -8.150 -0.077
C 10.698 -7.739 -1.122
O 10.676 -8.342 -2.181
C 9.956 -6.448 -0.926
C 9.186 -6.321 0.385
C 8.343 -7.540 0.751
C 6.860 -7.336 0.495
O 6.300 -8.605 0.141
C 4.962 -8.720 0.450
C 4.028 -8.299 -0.654
O 4.593 -9.154 1.529
H 10.828 -10.103 -0.395
H 12.151 -9.898 0.725
H 10.519 -9.466 1.212
H 9.349 -6.283 -1.801
H 10.714 -5.667 -0.932
H 8.523 -5.468 0.280
H 9.873 -6.061 1.176
H 8.474 -7.756 1.803
H 8.621 -8.438 0.213
H 6.379 -6.981 1.399
H 6.695 -6.621 -0.306
H 3.448 -7.464 -0.287
H 4.599 -8.023 -1.526
H 3.395 -9.135 -0.909
C -0.888 -5.869 -5.741
C 0.374 -6.232 -5.282
C 0.742 -5.961 -3.975
C -0.147 -5.317 -3.124
C -1.407 -4.937 -3.591
C -1.776 -5.223 -4.899
C -2.363 -4.209 -2.709
O -3.460 -3.885 -3.113
C -1.931 -3.887 -1.320
C -2.784 -3.166 -0.495
C -2.403 -2.868 0.802
C -1.170 -3.297 1.283
C -0.314 -4.012 0.465
C -0.686 -4.304 -0.841
C 0.260 -5.049 -1.716
O 1.336 -5.426 -1.297
H -1.176 -6.089 -6.760
H 1.069 -6.727 -5.945
H 1.719 -6.244 -3.611
H -2.756 -4.935 -5.250
H -3.742 -2.837 -0.873
H -3.068 -2.300 1.440
H -0.877 -3.068 2.299
H 0.646 -4.345 0.832
C -8.273 2.382 4.538
C -8.260 1.104 3.991
C -7.233 0.720 3.146
C -6.218 1.617 2.837
C -6.242 2.907 3.371
C -7.268 3.282 4.229
C -5.188 3.900 3.022
O -5.206 5.020 3.489
C -4.116 3.482 2.076
C -3.150 4.405 1.696
C -2.143 4.032 0.823
C -2.089 2.731 0.333
C -3.050 1.807 0.707
C -4.071 2.180 1.572
C -5.113 1.182 1.939
O -5.063 0.046 1.514
H -9.073 2.677 5.204
H -9.052 0.406 4.226
H -7.214 -0.274 2.721
H -7.275 4.278 4.648
H -3.192 5.415 2.080
H -1.396 4.755 0.523
H -1.298 2.440 -0.344
H -3.016 0.796 0.326
C -0.267 13.412 -0.509
C 0.416 12.448 -1.242
C -0.132 11.189 -1.415
C -1.362 10.884 -0.846
C -2.039 11.846 -0.094
C -1.491 13.113 0.065
C -3.340 11.531 0.561
O -3.930 12.369 1.210
C -3.890 10.156 0.401
C -5.075 9.822 1.045
C -5.606 8.552 0.899
C -4.962 7.614 0.100
C -3.779 7.940 -0.540
C -3.234 9.208 -0.386
C -1.944 9.529 -1.057
O -1.379 8.709 -1.751
H 0.159 14.398 -0.382
H 1.376 12.682 -1.681
H 0.391 10.437 -1.989
H -2.025 13.856 0.640
H -5.573 10.557 1.661
H -6.524 8.290 1.407
H -5.381 6.623 -0.017
H -3.271 7.212 -1.158
```

=====

3.
The following is a DFT calculation (ωB97M-V/def2-TZVPD) of a structure of composition C50H40CsF3N10O4PS3 in a non-equilibrium geometry.

## Properties
energy above the lowest of the compared OMol25 structures with the same formula, charge and spin	1.257	eV
LUMO	0.0655	hartree
net charge	-1
HOMO-LUMO gap	6.439	eV

The geometry in XYZ format:
```
112
C50H40CsF3N10O4PS3 | the Open Molecules 2025 dataset | ωB97M-V/def2-TZVPD
Cs -0.914 0.025 -0.588
C -0.248 3.427 4.848
N -0.124 2.220 4.058
C -0.834 1.068 4.252
C -0.460 0.216 3.251
N 0.461 0.816 2.447
C 0.649 2.017 2.943
P 1.647 3.351 2.242
C 3.281 2.581 1.997
N 3.606 1.364 1.612
C 4.969 1.339 1.554
C 5.483 2.560 1.892
N 4.406 3.348 2.185
C 4.477 4.741 2.585
C 1.006 3.426 0.547
N 1.074 2.489 -0.368
C 0.418 2.982 -1.460
C -0.057 4.234 -1.197
N 0.317 4.519 0.087
C -0.034 5.717 0.819
H -0.820 3.193 5.743
H -0.770 4.208 4.294
H 0.731 3.799 5.142
H -1.547 0.972 5.052
H -0.819 -0.779 3.042
H 5.508 0.453 1.258
H 6.491 2.931 1.957
H 5.524 4.998 2.731
H 3.937 4.903 3.515
H 4.057 5.391 1.819
H 0.319 2.390 -2.358
H -0.648 4.921 -1.779
H -0.565 6.386 0.145
H 0.855 6.222 1.194
H -0.690 5.481 1.656
S -5.176 -3.142 0.321
C -6.656 -3.974 0.420
C -6.547 -5.143 1.117
C -5.232 -5.351 1.597
C -4.372 -4.340 1.250
C -2.942 -4.227 1.571
C -2.193 -3.107 1.141
N -0.924 -2.929 1.404
C -0.280 -3.852 2.133
C -0.898 -5.024 2.577
C -0.138 -5.973 3.349
C 1.141 -5.720 3.697
C 1.777 -4.484 3.318
C 3.066 -4.126 3.745
C 3.592 -2.901 3.405
C 2.794 -2.056 2.595
N 1.600 -2.371 2.170
C 1.081 -3.559 2.532
C 4.915 -2.443 3.856
C 5.474 -1.205 3.703
C 6.772 -1.104 4.275
C 7.178 -2.265 4.854
S 5.994 -3.489 4.699
C -2.259 -5.197 2.272
H -7.535 -3.560 -0.047
H -7.372 -5.819 1.289
H -4.936 -6.211 2.181
H -2.668 -2.298 0.594
H -0.622 -6.893 3.657
H 1.705 -6.433 4.287
H 3.623 -4.823 4.363
H 3.157 -1.080 2.285
H 4.972 -0.384 3.212
H 7.369 -0.204 4.255
H 8.108 -2.471 5.357
H -2.763 -6.094 2.613
C -5.193 3.346 -6.224
C -4.443 2.250 -5.516
C -3.390 2.541 -4.657
C -2.698 1.530 -4.008
C -3.058 0.208 -4.210
C -4.105 -0.104 -5.067
C -4.790 0.915 -5.710
S -2.186 -1.091 -3.355
O -2.704 -1.054 -1.992
O -2.451 -2.295 -4.113
N -0.695 -0.655 -3.263
C 0.135 -0.586 -4.354
C -0.214 -0.713 -5.687
C 0.747 -0.609 -6.713
C 2.066 -0.386 -6.446
C 2.476 -0.247 -5.096
C 3.825 -0.027 -4.730
C 4.160 0.105 -3.416
C 3.131 0.033 -2.449
N 1.877 -0.170 -2.748
C 1.527 -0.329 -4.055
H -4.825 4.329 -5.928
H -6.260 3.307 -5.996
H -5.088 3.261 -7.308
H -3.109 3.575 -4.488
H -1.879 1.765 -3.339
H -4.363 -1.142 -5.224
H -5.610 0.671 -6.377
H -1.238 -0.929 -5.956
H 0.417 -0.720 -7.740
H 2.803 -0.317 -7.238
H 4.577 0.034 -5.509
H 5.184 0.273 -3.107
H 3.354 0.174 -1.394
F -5.459 2.318 0.504
C -4.655 1.568 -0.296
F -5.441 0.647 -0.868
F -4.238 2.387 -1.278
C -3.486 0.960 0.542
O -3.739 -0.126 1.077
O -2.448 1.650 0.566
```

=====

4.
The following is a DFT calculation (ωB97M-V/def2-TZVPD) of a structure of composition C50H41BrCrN6O4P2S in a non-equilibrium geometry.

## Properties
LUMO (alpha / beta)	0.0120 / -0.0062	hartree
spin multiplicity	5
HOMO-LUMO gap (alpha / beta)	5.852 / 8.278	eV
⟨S²⟩	6.09

The geometry in XYZ format:
```
106
C50H41BrCrN6O4P2S | the Open Molecules 2025 dataset | ωB97M-V/def2-TZVPD
Cr -0.448 0.687 -0.365
N -1.182 1.144 2.837
C -1.740 2.104 2.017
N -2.578 2.962 2.579
C -3.094 3.897 1.758
N -3.972 4.756 2.318
N -2.807 4.030 0.480
C -1.977 3.098 -0.031
N -1.451 2.058 0.721
C -1.578 3.131 -1.376
C -2.125 4.043 -2.309
C -1.733 3.988 -3.615
C -0.767 3.036 -3.987
C -0.279 2.167 -3.031
N -0.652 2.187 -1.757
H -1.548 1.249 3.779
H -0.151 1.200 2.873
H -4.051 4.734 3.319
H -4.151 5.616 1.833
H -2.859 4.742 -1.950
H -2.160 4.648 -4.354
H -0.418 2.971 -5.002
H 0.448 1.407 -3.296
O 3.065 -0.520 2.577
S 1.716 -0.025 2.509
O 1.464 1.157 3.318
O 1.272 0.199 1.107
C 0.681 -1.338 3.192
C 1.258 -1.957 4.286
C 0.623 -3.010 4.922
C -0.593 -3.464 4.434
C -1.158 -2.855 3.329
C -0.547 -1.760 2.706
P -1.389 -1.009 1.252
C -1.828 -2.604 0.440
C -3.056 -2.825 -0.173
C -3.311 -4.017 -0.826
C -2.334 -4.996 -0.912
C -1.098 -4.778 -0.324
C -0.854 -3.601 0.356
C -3.064 -0.518 1.846
C -3.558 -0.790 3.116
C -4.810 -0.337 3.497
C -5.574 0.420 2.625
C -5.089 0.706 1.361
C -3.847 0.235 0.972
H 2.227 -1.600 4.596
H 1.089 -3.498 5.764
H -1.092 -4.300 4.903
H -2.072 -3.244 2.905
H -3.818 -2.061 -0.150
H -4.282 -4.181 -1.270
H -2.529 -5.922 -1.433
H -0.321 -5.529 -0.398
H 0.103 -3.449 0.838
H -2.953 -1.334 3.824
H -5.183 -0.561 4.486
H -6.544 0.785 2.928
H -5.677 1.306 0.681
H -3.463 0.467 -0.014
Br -3.568 -3.155 -4.970
C -2.721 -1.992 -3.721
C -3.254 -0.744 -3.463
C -2.664 0.052 -2.492
C -1.536 -0.352 -1.779
C -1.003 -1.591 -2.134
C -1.575 -2.419 -3.081
H -4.114 -0.396 -4.018
H -3.112 1.020 -2.298
H -0.102 -1.944 -1.654
H -1.144 -3.383 -3.311
O 1.263 -0.041 -1.414
P 2.643 0.247 -0.907
C 3.449 -1.159 -0.085
C 2.656 -2.273 0.136
C 3.199 -3.419 0.683
C 4.544 -3.459 0.999
C 5.340 -2.352 0.770
C 4.800 -1.202 0.223
C 2.905 1.883 -0.151
C 2.389 2.960 -0.865
C 2.564 4.249 -0.391
C 3.266 4.465 0.783
C 3.790 3.389 1.482
C 3.619 2.094 1.019
C 3.652 0.405 -2.428
C 4.926 0.955 -2.413
C 5.652 1.052 -3.587
C 5.099 0.616 -4.781
C 3.824 0.076 -4.801
C 3.107 -0.037 -3.624
H 1.605 -2.203 -0.104
H 2.581 -4.283 0.870
H 4.969 -4.350 1.434
H 6.386 -2.385 1.027
H 5.428 -0.339 0.064
H 1.873 2.785 -1.801
H 2.169 5.089 -0.946
H 3.419 5.471 1.150
H 4.349 3.563 2.388
H 4.008 1.257 1.577
H 5.336 1.322 -1.482
H 6.644 1.480 -3.571
H 5.658 0.710 -5.701
H 3.382 -0.253 -5.731
H 2.110 -0.457 -3.618
```